# 1
{
  "formula": "C38H50NO6",
  "method": "wB97M-V/def2-TZVPD",
  "orbital_gap_ev": 2.94,
  "total_charge": -1,
  "e_tot_ha": -1984.0678,
  "lumo_ha": 0.0322,
  "species": ["C", "C", "C", "C", "C", "C", "C", "C", "C", "C", "C", "C", "O", "O", "C", "C", "O", "C", "C", "C", "C", "C", "O", "C", "C", "C", "C", "C", "C", "C", "C", "C", "C", "C", "C", "C", "N", "C", "C", "C", "C", "O", "H", "H", "H", "H", "H", "H", "H", "H", "H", "H", "H", "H", "H", "H", "H", "H", "H", "H", "H", "H", "H", "H", "H", "H", "H", "H", "H", "H", "H", "H", "H", "H", "H", "H", "H", "H", "H", "H", "H", "H", "H", "H", "H", "H", "H", "C", "C", "O", "H", "H", "H", "H", "H"],
  "positions_angstrom": [[7.095270, -1.907750, 1.786551], [6.173944, -2.356919, 0.654763], [5.097209, -1.334237, 0.317959], [4.258649, -1.731048, -0.904746], [3.590460, -0.520580, -1.604058], [2.119336, -0.751596, -1.996483], [1.766198, -0.182998, -3.373988], [0.517314, -0.826605, -4.000723], [-0.618371, -0.946444, -3.016501], [-0.992567, -2.197010, -2.543544], [-1.983487, -2.383571, -1.589041], [-2.231771, -3.795315, -1.120809], [-1.148753, -4.240924, -0.305544], [-1.316963, -3.631984, 0.976195], [-2.666210, -1.281913, -1.067619], [-3.728434, -1.442270, -0.015116], [-4.957963, -1.752511, -0.648191], [-6.107505, -1.489610, 0.141298], [-7.028438, -2.695328, 0.104850], [-2.304868, -0.011309, -1.536652], [-1.294372, 0.160017, -2.494012], [-0.965032, 1.559408, -2.902242], [-0.692560, 1.888749, -4.037774], [-1.003322, 2.545305, -1.782416], [-0.081848, 3.574348, -1.672369], [-0.158989, 4.415263, -0.577502], [-1.130256, 4.255684, 0.406778], [-1.155545, 5.221413, 1.573380], [0.114317, 5.159530, 2.395482], [0.214178, 4.163041, 3.366816], [1.349318, 4.000432, 4.138611], [2.429115, 4.855943, 3.953712], [2.329050, 5.869658, 3.017529], [1.187657, 6.042191, 2.233819], [1.201353, 7.193309, 1.252823], [-2.073110, 3.228272, 0.288744], [-3.070945, 3.067566, 1.279761], [-2.834152, 2.085680, 2.358497], [-1.617763, 1.185492, 2.190396], [-1.990487, 2.377914, -0.820213], [-2.941062, 1.238263, -1.013665], [-4.123675, 1.338691, -0.756661], [7.836913, -1.187821, 1.437957], [7.646607, -2.756115, 2.196357], [6.539706, -1.461000, 2.612570], [6.778583, -2.540977, -0.236877], [5.703702, -3.304821, 0.924107], [5.558058, -0.358448, 0.138037], [4.417771, -1.236258, 1.169308], [3.471545, -2.417393, -0.589883], [4.898096, -2.255120, -1.617199], [4.181690, -0.275882, -2.489592], [3.678484, 0.334721, -0.930251], [1.504867, -0.243953, -1.249213], [1.897996, -1.819094, -1.949332], [2.605882, -0.324814, -4.058109], [1.635996, 0.898296, -3.281876], [0.800802, -1.833385, -4.310332], [0.198571, -0.256898, -4.871006], [-0.470373, -3.073152, -2.912722], [-3.151791, -3.872662, -0.545160], [-2.227260, -4.497503, -1.952110], [-0.526469, -3.079497, 1.037428], [-3.442497, -2.250583, 0.665056], [-3.813213, -0.537901, 0.588526], [-5.830561, -1.235557, 1.168008], [-6.620081, -0.621685, -0.285558], [-8.029174, -2.442827, 0.452608], [-6.627808, -3.511783, 0.706762], [-7.080431, -3.058687, -0.921506], [0.676833, 3.700417, -2.432865], [0.560948, 5.220194, -0.499878], [-1.303524, 6.225882, 1.181743], [-1.991159, 4.948570, 2.212881], [-0.622854, 3.493568, 3.530226], [1.416444, 3.215268, 4.880265], [3.332621, 4.732632, 4.535295], [3.170488, 6.539361, 2.880536], [0.270018, 7.288754, 0.700909], [1.988878, 7.035142, 0.513767], [1.402727, 8.126848, 1.775510], [-3.973450, 2.917535, 0.859620], [-2.768383, 2.610079, 3.317379], [-3.718221, 1.447314, 2.423724], [-1.710154, 0.561555, 1.299439], [-0.677291, 1.731402, 2.139379], [-1.590995, 0.494071, 3.034395], [0.542172, -6.873673, -0.595701], [0.653349, -8.385237, -0.901501], [0.679556, -8.669607, -2.209447], [-0.372827, -6.469399, -1.026078], [0.520475, -6.681244, 0.490777], [1.397426, -6.335784, -1.018853], [-0.199245, -8.858864, -0.327949], [1.555642, -8.740235, -0.317663]],
  "forces_ev_per_a": [[0.1, -0.2, 0.1], [0.1, 0.1, 0.2], [-0.1, -0.3, -0.3], [-0.1, 0.4, 0.1], [0.2, -0.3, 0.2], [0.4, 0.4, -0.1], [-0.1, 0.1, 0.1], [0.2, 0.0, 0.3], [-0.2, 0.0, -0.1], [0.1, 0.0, 0.0], [-0.2, 0.0, -0.1], [0.3, 0.2, 0.5], [-0.1, -0.1, -0.1], [-0.1, 0.2, 0.1], [0.1, 0.3, -0.1], [0.1, -0.3, 0.1], [0.1, 0.0, 0.1], [-0.3, 0.0, -0.2], [0.3, -0.1, -0.1], [0.1, 0.0, 0.0], [-0.1, -0.1, 0.0], [0.0, 0.1, -0.2], [0.1, -0.1, 0.2], [0.0, -0.1, 0.0], [-0.2, 0.0, -0.1], [0.1, -0.1, -0.2], [0.1, 0.1, 0.1], [0.2, -0.3, 0.0], [0.1, 0.1, 0.1], [0.0, -0.1, 0.1], [0.2, 0.1, 0.0], [-0.2, 0.0, -0.1], [0.1, -0.1, 0.1], [0.0, 0.1, -0.1], [-0.1, -0.3, -0.1], [0.0, 0.1, -0.1], [-0.1, 0.1, 0.2], [0.0, 0.1, 0.0], [-0.3, -0.3, 0.0], [-0.1, 0.0, 0.1], [0.0, 0.0, 0.0], [0.1, -0.1, 0.1], [-0.1, 0.1, 0.0], [0.0, 0.0, 0.0], [-0.1, 0.0, 0.0], [0.0, -0.1, 0.0], [0.0, 0.0, -0.1], [0.1, 0.0, 0.1], [0.1, 0.2, 0.1], [0.1, -0.2, 0.0], [-0.1, -0.1, 0.0], [0.0, 0.1, 0.0], [-0.1, 0.1, -0.1], [-0.2, -0.3, 0.1], [-0.1, 0.0, -0.1], [0.0, -0.1, 0.0], [0.0, 0.0, -0.1], [-0.1, 0.0, -0.1], [0.1, -0.1, -0.1], [0.0, 0.0, 0.0], [-0.1, -0.2, -0.2], [-0.1, 0.0, 0.0], [0.1, 0.0, -0.1], [0.0, 0.0, 0.0], [-0.1, 0.1, -0.1], [0.1, 0.0, 0.0], [0.0, 0.1, 0.0], [0.0, 0.0, 0.0], [0.0, 0.0, 0.1], [-0.2, 0.1, 0.0], [0.0, 0.0, 0.0], [0.0, 0.0, 0.1], [-0.2, 0.0, 0.1], [-0.1, 0.2, -0.1], [0.0, 0.1, -0.1], [-0.1, 0.0, 0.0], [0.0, 0.0, 0.0], [0.0, 0.1, 0.0], [0.0, 0.1, 0.0], [0.1, 0.1, 0.0], [0.0, 0.1, -0.1], [0.1, -0.2, -0.2], [0.1, 0.0, 0.0], [0.0, 0.0, 0.0], [0.1, 0.1, -0.1], [0.0, 0.0, 0.0], [0.1, 0.1, 0.1], [0.1, -0.1, 0.3], [0.0, 0.0, 0.0], [0.0, 0.0, 0.1], [0.0, 0.0, -0.1], [0.0, 0.0, -0.1], [0.0, 0.0, -0.1], [0.0, 0.0, -0.1], [0.0, 0.0, -0.1]]
}

---

# 2
{
  "formula": "C4H5HgO3",
  "method": "wB97M-V/def2-TZVPD",
  "orbital_gap_ev": [5.36, 4.65],
  "multiplicity": 2,
  "relative_energy_kcal_mol": 63.8,
  "total_charge": 2,
  "s_squared": 0.75,
  "e_tot_ha": -533.4347,
  "lumo_ha": [-0.4183, -0.4442],
  "species": ["O", "Hg", "O", "C", "O", "C", "C", "C", "H", "H", "H", "H", "H"],
  "positions_angstrom": [[-0.582332, 0.468179, 0.290944], [-1.721670, -2.086286, -3.084306], [-0.709424, -1.428309, -0.882199], [-0.336201, -0.875919, 0.089278], [0.288049, -1.384346, 1.167894], [0.584388, -2.685044, 1.293094], [0.561167, 1.896077, 0.660634], [-0.152747, 1.498678, -0.528405], [0.183386, -3.190437, 0.385539], [-0.050588, 2.192999, 1.523526], [1.583573, 1.501999, 0.720955], [-0.005187, 2.878744, -0.184233], [0.357586, 1.213665, -1.452723]],
  "forces_ev_per_a": [[-3.6, -2.2, 1.2], [-0.2, -0.2, -0.3], [0.1, -0.5, -1.0], [-0.6, 0.7, 0.1], [-0.1, 1.2, 0.2], [0.2, -0.9, 0.1], [1.8, -1.4, -0.2], [3.6, 1.6, 1.5], [0.0, 0.1, 0.1], [0.4, -0.4, -0.2], [0.6, 1.8, 0.3], [-1.9, -0.5, -1.8], [-0.4, 0.7, 0.0]]
}

---

# 3
{
  "formula": "C3H5NOS",
  "method": "wB97M-V/def2-TZVPD",
  "orbital_gap_ev": 8.50,
  "relative_energy_kcal_mol": 13.6,
  "total_charge": 0,
  "smiles": "N/C=C\\C(O)=S",
  "e_tot_ha": -645.4899,
  "lumo_ha": 0.0102,
  "species": ["N", "C", "C", "C", "O", "S", "H", "H", "H", "H", "H"],
  "positions_angstrom": [[-1.646524, 0.412525, 0.001905], [-0.974133, -0.748497, 0.001227], [0.373440, -0.949486, -0.002025], [1.370679, 0.078125, 0.000662], [0.881265, 1.345693, 0.008170], [3.013736, -0.174211, 0.000305], [-2.656899, 0.398870, -0.011636], [-1.155238, 1.281466, -0.000500], [-1.607932, -1.608076, -0.001891], [0.745311, -1.960186, 0.026362], [1.656300, 1.923776, -0.022577]],
  "forces_ev_per_a": [[-0.6, -0.3, 0.0], [0.5, 0.3, 0.0], [0.0, 0.2, 0.1], [0.5, -0.1, 0.0], [0.0, -0.2, -0.1], [-0.7, 0.1, 0.0], [0.4, 0.1, 0.0], [0.1, 0.3, 0.0], [-0.3, -0.5, 0.0], [-0.1, 0.0, -0.1], [0.1, 0.1, 0.0]]
}

---

- Number 3 is which compound?
  C3H5NOS